Record 1
ORCA calculation (ωB97M-V with the def2-TZVPD basis set) on a single C2H4IPS molecule at a distorted geometry.

## Properties
HOMO level = -8.899 eV
Orbital gap = 9.06 eV
E_tot = -30362.086 eV
2S+1 = 1

Atoms and positions in Å:
I 1.1370 0.1415 -2.7225
S -1.3367 -1.5299 1.5286
P 0.4058 -0.7064 0.5762
C 0.4223 1.1262 0.1346
C -0.0999 0.2409 -0.9054
H -1.1562 0.2957 -1.2708
H -0.3730 1.8640 0.6149
H 1.5035 1.2120 0.1060
H -0.5029 -2.6441 1.9384

***

Record 2
ORCA calculation (ωB97M-V with the def2-TZVPD basis set) on a molecular structure, C2H4LiO at a distorted geometry.

## Properties
Expectation value of S² = 0.75
HOMO level (spin up / spin down) = -4.205 / -9.729 eV
Orbital gap (spin up / spin down) = 4.25 / 10.21 eV
E_tot = -4388.696 eV
2S+1 = 2

Atoms and positions in Å:
O -0.8800 0.3970 0.5686
C -0.2419 -0.2843 -0.4146
C 1.0637 -0.1531 -0.6588
Li -0.3980 1.2908 2.1536
H -1.9264 0.1236 0.6967
H -0.8446 -1.0633 -0.8917
H 1.7071 0.4517 -0.0165
H 1.5201 -0.7624 -1.4374